Model i:
ORCA calculation (ωB97M-V/def2-TZVPD) on a single C2H4N2O molecule.

Geometry as XYZ:
```
9
Properties=species:S:1:pos:R:3
C -0.588 -1.356 -1.390
C 0.185 -0.027 0.582
N -1.163 -2.416 -1.745
N -0.682 -1.064 -0.046
O -1.231 -1.910 0.704
H 0.196 -0.850 -1.818
H -0.102 0.866 -0.068
H -0.156 -0.154 1.573
H 1.184 -0.347 0.503
```

Calculated values
Highest occupied orbital energy (alpha / beta)   -10.445 / -8.666 eV
LUMO level (alpha / beta)   -0.623 / -0.640 eV
HOMO-LUMO gap (alpha / beta)   9.822 / 8.026 eV

Atomic partial charges in e from the Mulliken method, atoms 1 to 6: atom 1 (C): 0.1034, atom 2 (C): -0.8661, atom 3 (N): -0.4015, atom 4 (N): 0.3143, atom 5 (O): -0.5010, atom 6 (H): 0.3663

=====

Model ii:
ORCA calculation (ωB97M-V/def2-TZVPD) on 2 unconnected molecules or ions with the total composition C2H4N2O.

Geometry as XYZ:
```
9
Properties=species:S:1:pos:R:3
C 0.479 -2.671 0.243
C -0.530 1.380 -0.217
N 1.438 -2.435 -0.354
N -0.451 0.159 -0.754
O 0.038 -0.102 -1.822
H -0.372 -3.055 0.714
H -0.053 2.260 -0.695
H -1.531 1.583 -0.011
H -0.035 1.286 0.732
```

Calculated values
Highest occupied orbital energy   -8.919 eV
LUMO level   0.275 eV
HOMO-LUMO gap   9.195 eV
SMILES string   CN=O.C#N

Atomic partial charges in e from the Mulliken method, atoms 1 to 6: atom 1 (C): 0.0902, atom 2 (C): -0.6700, atom 3 (N): -0.3589, atom 4 (N): 0.0154, atom 5 (O): -0.2916, atom 6 (H): 0.2783

=====

It is model ii that is the most stable of them.

=====

Model i:
ORCA calculation (ωB97M-V/def2-TZVPD) on a molecular structure, C2H4N2O.

Geometry as XYZ:
```
9
Properties=species:S:1:pos:R:3
N -0.752 1.011 1.245
C 0.219 0.489 0.560
N -0.366 -0.311 -0.337
C 0.338 -1.049 -1.259
O -0.136 -1.785 -2.090
H -0.617 1.667 2.003
H 1.291 0.649 0.669
H -1.412 0.227 0.371
H 1.436 -0.900 -1.164
```

Calculated values
Highest occupied orbital energy   -9.671 eV
LUMO level   0.830 eV
HOMO-LUMO gap   10.501 eV

Atomic partial charges in e from the Mulliken method, atoms 1 to 6: atom 1 (N): -0.4642, atom 2 (C): -0.2718, atom 3 (N): -0.2867, atom 4 (C): 0.2456, atom 5 (O): -0.5168, atom 6 (H): 0.2076

=====

Model ii:
ORCA calculation (ωB97M-V/def2-TZVPD) on a single C2H4N2O molecule.

Geometry as XYZ:
```
9
Properties=species:S:1:pos:R:3
C -0.604 0.865 0.437
C 1.074 -0.391 -0.253
N -2.226 -0.866 0.276
N -1.401 -0.107 0.423
O 0.792 0.680 0.566
H -1.071 1.861 0.169
H 0.384 -1.249 -0.049
H 2.203 -0.688 -0.263
H 0.848 -0.105 -1.306
```

Calculated values
Highest occupied orbital energy   -8.343 eV
LUMO level   0.393 eV
HOMO-LUMO gap   8.736 eV

Atomic partial charges in e from the Mulliken method, atoms 1 to 6: atom 1 (C): 0.0131, atom 2 (C): -0.7158, atom 3 (N): -0.5769, atom 4 (N): 0.4490, atom 5 (O): -0.2961, atom 6 (H): 0.3187

=====

Model iii:
ORCA calculation (ωB97M-V/def2-TZVPD) on 2 unconnected molecules or ions with the total composition C2H4N2O.

Geometry as XYZ:
```
9
Properties=species:S:1:pos:R:3
C 1.224 -0.542 0.518
C 0.246 -0.605 -0.449
N 2.107 -0.463 1.231
N -0.770 1.488 0.032
O -0.721 -1.508 -0.230
H 0.508 -0.273 -1.493
H 0.091 1.959 0.228
H -1.116 1.174 0.958
H -1.568 -1.229 -0.796
```

Calculated values
Highest occupied orbital energy (alpha / beta)   -10.347 / -8.886 eV
LUMO level (alpha / beta)   -0.669 / -0.616 eV
HOMO-LUMO gap (alpha / beta)   9.678 / 8.270 eV

Atomic partial charges in e from the Mulliken method, atoms 1 to 6: atom 1 (C): 0.3972, atom 2 (C): -0.1834, atom 3 (N): -0.3241, atom 4 (N): -0.5936, atom 5 (O): -0.4560, atom 6 (H): 0.2669

=====

It is model i that is the most stable of them.

=====

Model i:
ORCA calculation (ωB97M-V/def2-TZVPD) on a single C2H4N2O molecule.

Geometry as XYZ:
```
9
Properties=species:S:1:pos:R:3
C -0.199 -0.910 -0.046
C 0.814 -0.055 0.202
N -1.354 -0.181 -0.095
N -0.879 1.171 0.044
O 2.061 0.187 -0.126
H -0.175 -1.989 -0.147
H -2.148 -0.394 0.501
H -0.648 1.490 -0.899
H 2.529 0.680 0.566
```

Calculated values
Highest occupied orbital energy (alpha / beta)   -8.430 / -8.429 eV
LUMO level (alpha / beta)   0.643 / 0.643 eV
HOMO-LUMO gap (alpha / beta)   9.073 / 9.072 eV

Atomic partial charges in e from the Mulliken method, atoms 1 to 6: atom 1 (C): -0.3391, atom 2 (C): 0.1796, atom 3 (N): -0.1039, atom 4 (N): -0.5991, atom 5 (O): -0.4149, atom 6 (H): 0.3957

=====

Model ii:
ORCA calculation (ωB97M-V/def2-TZVPD) on a single C2H4N2O molecule.

Geometry as XYZ:
```
9
Properties=species:S:1:pos:R:3
C -0.793 0.125 0.924
C -0.145 0.200 -0.431
N 0.116 -0.412 1.473
N 0.287 -0.986 -0.828
O 0.695 1.270 -0.623
H -1.647 0.535 1.413
H -0.113 -1.854 -0.430
H 1.291 -1.049 -0.869
H 0.310 2.171 -0.629
```

Calculated values
Highest occupied orbital energy (alpha / beta)   -7.294 / -7.290 eV
LUMO level (alpha / beta)   0.520 / 0.519 eV
HOMO-LUMO gap (alpha / beta)   7.814 / 7.809 eV

Atomic partial charges in e from the Mulliken method, atoms 1 to 6: atom 1 (C): -0.4136, atom 2 (C): 0.5898, atom 3 (N): -0.5100, atom 4 (N): -0.5123, atom 5 (O): -0.4673, atom 6 (H): 0.4209

=====

It is model ii that is the most stable of them.

=====

Model i:
ORCA calculation (ωB97M-V/def2-TZVPD) on a single C2H4N2O molecule.

Geometry as XYZ:
```
9
Properties=species:S:1:pos:R:3
C -0.509 -0.367 1.359
C -0.221 0.357 0.140
N -0.891 -0.990 2.257
N 0.299 -0.561 -0.879
O 0.783 1.387 0.222
H -1.123 0.782 -0.252
H 0.086 -0.348 -1.875
H -0.002 -1.485 -0.734
H 1.578 1.226 -0.239
```

Calculated values
Highest occupied orbital energy   -10.572 eV
LUMO level   0.639 eV
HOMO-LUMO gap   11.212 eV
SMILES string   N#C[C@H](N)O

Atomic partial charges in e from the Mulliken method, atoms 1 to 6: atom 1 (C): 0.0415, atom 2 (C): 0.5892, atom 3 (N): -0.3533, atom 4 (N): -0.6609, atom 5 (O): -0.5521, atom 6 (H): 0.1704

=====

Model ii:
ORCA calculation (ωB97M-V/def2-TZVPD) on 2 unconnected molecules or ions with the total composition C2H4N2O.

Geometry as XYZ:
```
9
Properties=species:S:1:pos:R:3
C -0.900 1.223 2.170
C -0.454 -0.640 -0.616
N 0.161 1.329 1.604
N 0.413 0.161 -0.267
O -1.923 0.951 2.668
H -0.615 -1.792 -0.467
H -1.284 -0.169 -1.187
H 0.855 2.112 1.536
H 1.275 -0.230 -0.081
```

Calculated values
Highest occupied orbital energy   -9.351 eV
LUMO level   0.836 eV
HOMO-LUMO gap   10.187 eV
SMILES string   N=C=O.C=N

Atomic partial charges in e from the Mulliken method, atoms 1 to 6: atom 1 (C): 0.5598, atom 2 (C): -0.2778, atom 3 (N): -0.3704, atom 4 (N): -0.4067, atom 5 (O): -0.4390, atom 6 (H): 0.2000

=====

Model iii:
ORCA calculation (ωB97M-V/def2-TZVPD) on a single C2H4N2O molecule.

Geometry as XYZ:
```
9
Properties=species:S:1:pos:R:3
C -0.623 -0.700 0.001
C 0.996 1.146 0.092
H -1.485 -1.609 -1.583
H -1.010 -1.280 0.867
H 0.326 -0.042 1.498
H 0.741 1.445 -1.055
N -0.945 -0.661 -1.258
N 0.033 0.278 0.633
O 1.967 1.425 0.807
```

Calculated values
Highest occupied orbital energy   -10.009 eV
LUMO level   0.674 eV
HOMO-LUMO gap   10.683 eV
SMILES string   [H]/N=C/NC=O

Atomic partial charges in e from the Mulliken method, atoms 1 to 6: atom 1 (C): 0.1599, atom 2 (C): 0.1687, atom 3 (H): 0.2432, atom 4 (H): 0.2568, atom 5 (H): 0.2341, atom 6 (H): 0.2991

=====

It is model i that is the most stable of them.